[1]
Molecular formula: C32H87F6N3O20P
Method: DFT, wB97M-V/def2-TZVPD

Each line ends with the Löwdin charge.
Geometry (Å):
P -0.42795 0.35350 -0.42491  0.20
F -1.03289 1.09477 -1.71681  -0.13
F -1.13482 -1.02807 -0.86212  -0.14
F 0.30170 -0.42221 0.82486  -0.16
F 0.86237 -0.06817 -1.35651  -0.18
F -1.68194 0.75906 0.47246  -0.12
F 0.37293 1.68615 -0.00481  -0.13
O -2.15977 5.12919 2.03294  -0.07
O -5.37020 -1.21712 -1.96483  -0.07
O 3.41902 -6.25049 4.00175  -0.18
O 0.97256 1.45357 2.86681  -0.05
O 0.30919 -4.95016 -3.41859  -0.06
O 3.07766 5.44355 -1.05268  -0.18
O 0.34361 -2.70742 4.80730  -0.18
O 1.26839 -0.40919 -5.61401  -0.08
O -4.62780 3.87323 1.06105  -0.07
O 3.54196 8.57443 -5.86222  -0.19
O -3.63820 -0.66528 -4.48379  -0.05
O 3.49180 0.34935 -0.71094  -0.06
O 3.74410 -3.31276 -0.56182  -0.09
O -1.10275 4.14479 -5.00659  -0.06
O -4.40241 -7.81231 3.83194  -0.18
O 1.69466 -5.19639 -0.88027  -0.08
O -2.60385 -3.07201 2.76276  -0.19
O -1.31407 3.76333 4.41720  -0.08
O -3.32220 3.89335 -3.28989  -0.05
O 3.46965 1.56440 -4.74946  -0.07
N 3.27909 7.45137 -3.13266  -0.05
N -4.77729 -4.73393 3.63781  -0.06
N 2.15206 -3.85869 3.04458  -0.04
C -3.94702 -1.09482 -2.05647  -0.24
C 2.41149 -5.01907 2.22231  -0.22
C -0.41689 2.65564 4.39051  -0.22
C 4.04348 8.63504 -3.53909  -0.23
C -5.63248 -5.80596 3.13771  -0.22
C -5.58688 -7.05006 3.99805  -0.24
C 3.97060 8.28488 -7.16766  -0.12
C 2.66645 7.64214 -1.82743  -0.23
C -2.24691 4.33019 0.86029  -0.25
C -4.97575 -3.50253 2.90790  -0.23
C 3.76970 -0.89309 -0.09876  -0.24
C 1.03540 -3.07881 2.55093  -0.21
C -3.84609 -2.53601 3.18456  -0.22
C -3.37308 -1.51850 -3.38627  -0.25
C 4.60059 -6.63359 4.62511  -0.14
C 1.68169 -0.00741 -4.27596  -0.21
C 2.12541 1.42236 -4.26074  -0.24
C 2.04096 6.37443 -1.31764  -0.23
C 0.08349 -1.79065 5.83732  -0.12
C -1.09105 3.31147 -3.85072  -0.26
C 3.45537 -2.00264 -1.07482  -0.22
C -3.43752 -7.58445 4.83179  -0.12
C 2.58985 4.30285 -0.41039  -0.12
C -3.33854 3.28736 0.97992  -0.26
C 3.62406 -5.77646 2.68888  -0.24
C 0.59433 -2.05666 3.58412  -0.23
C -2.28044 -2.73307 1.42892  -0.10
C 0.42181 -3.88751 -2.47381  -0.24
C 0.02752 2.48613 2.95204  -0.27
C 4.59378 8.47870 -4.92412  -0.25
C 0.53496 -4.41213 -1.06329  -0.24
C -1.98693 3.89611 -2.79563  -0.26
H -3.03740 -3.16561 0.75200  0.09
H 3.44940 7.89892 -1.10721  0.12
H 1.94067 8.47132 -1.84024  0.12
H 0.17886 -3.73939 2.32855  0.11
H -2.36242 -1.65605 1.25499  0.07
H -2.47086 4.97628 0.01080  0.11
H 4.92272 8.77107 -7.40894  0.08
H -0.32965 -1.58087 3.22899  0.11
H -3.17499 -6.52655 4.92514  0.08
H -0.72044 -1.09344 5.55983  0.08
H -0.19389 -2.34186 6.73337  0.08
H 2.48774 -0.64971 -3.92939  0.12
H -5.93896 -3.05364 3.17917  0.12
H -1.55376 2.34753 -4.11139  0.12
H 3.43937 9.55520 -3.46004  0.12
H 2.53538 7.36697 -3.82265  0.11
H 5.28408 -5.77595 4.74738  0.09
H 0.55640 -3.55430 -0.37220  0.10
H 1.95898 -4.16198 3.99150  0.11
H -6.67833 -5.47786 3.17345  0.12
H 1.91020 3.67552 -1.00559  0.08
H -2.28422 -1.48560 -3.26374  0.10
H 4.02658 -1.85734 -2.00393  0.13
H 0.96178 -1.17141 6.07703  0.09
H 3.83141 -6.61480 2.00204  0.13
H 2.54190 0.46826 -0.60076  0.04
H 4.53247 -5.15387 2.64183  0.12
H 0.31010 -0.46931 -5.62075  0.07
H 2.57966 -4.73030 1.18077  0.09
H -1.29172 3.82012 0.68276  0.10
H 4.80606 -0.92899 0.23836  0.12
H -0.86255 2.26177 2.35546  0.10
H -4.03091 -1.58793 2.65947  0.12
H 0.80039 -0.13527 -3.64767  0.10
H 5.07814 7.49619 -4.99655  0.13
H 2.45384 -4.60816 -0.75037  0.03
H 1.17478 -5.36601 -3.47199  0.08
H -3.13739 2.63117 1.83815  0.11
H -2.54696 -8.15380 4.56828  0.09
H 1.55062 -5.71288 2.19920  0.13
H 4.09769 7.20240 -7.30032  0.09
H -0.33819 -5.02359 -0.84023  0.13
H 0.46301 3.42517 2.59405  0.12
H -5.80902 -0.77467 -2.69611  0.07
H -3.81477 -5.02021 3.47534  0.10
H -3.78376 -2.29556 4.24769  0.12
H 3.20385 8.63474 -7.85635  0.08
H -0.48133 -3.27614 -2.58431  0.11
H -3.35677 2.65078 0.09166  0.11
H -0.07334 3.15370 -3.49688  0.10
H -1.47601 4.05137 5.31812  0.10
H 1.38416 -1.30152 3.69518  0.13
H -5.06225 -3.65309 1.81519  0.12
H 2.16334 1.77433 -3.22466  0.11
H 1.46794 6.55629 -0.39625  0.12
H -3.55764 -1.81566 -1.33037  0.10
H 1.33145 -2.54082 1.64967  0.10
H 4.64590 -3.32336 -0.22743  0.10
H 3.44523 1.41464 -5.69938  0.08
H 1.23065 -3.19806 -2.74927  0.11
H 0.66760 0.81311 2.21955  0.03
H -5.37222 -6.06570 2.10135  0.13
H -3.59490 -2.57761 -3.56489  0.12
H 0.46928 2.81280 5.01822  0.12
H -1.67829 4.93282 -2.59110  0.12
H 4.36698 -6.98033 5.63129  0.08
H 3.09351 -1.02542 0.75506  0.12
H 1.34934 5.91108 -2.03799  0.12
H 2.04236 4.58489 0.50055  0.08
H 2.41065 -2.01586 -1.37931  0.09
H 5.14743 -7.41524 4.08191  0.09
H -5.76762 -6.77335 5.04398  0.12
H 5.34317 9.26894 -5.07848  0.12
H -3.89119 4.28140 -2.61979  0.08
H -4.57977 4.64404 1.63648  0.08
H -6.42234 -7.69219 3.70098  0.12
H 1.49644 2.14404 -4.78726  0.11
H -1.31072 -3.12961 1.15296  0.06
H -1.89448 3.30600 -1.88451  0.09
H 4.88698 8.73589 -2.84789  0.12
H 3.43885 3.66701 -0.16342  0.09
H -3.61711 -0.13377 -1.65409  0.11
H -1.85147 4.57769 2.76823  0.04
H -4.58133 -0.50887 -4.58205  0.07
H -0.68101 3.65806 -5.71908  0.08
H -3.77050 -7.94058 5.81652  0.08
H -0.89283 1.73891 4.75620  0.12

The charge is -1. As for the highest occupied orbital energy: -6.57 eV.

[2]
Molecular formula: C6H11N2O
Method: DFT, wB97M-V/def2-TZVPD

Each line ends with the Löwdin charge.
Geometry (Å):
O 0.87392 1.88219 -0.45259  0.04
N -0.70486 0.40938 0.29744  0.01
N -2.65974 -0.11602 -0.55314  0.13
C 1.91717 -0.69460 -0.89420  -0.10
C 1.59997 -0.28257 0.49712  -0.23
C -1.20917 -0.62049 0.99431  -0.03
C -1.64303 0.74164 -0.59565  -0.01
C -2.44587 -0.98443 0.50628  0.04
C 0.64075 0.89430 0.46290  -0.40
H 2.77959 -1.42499 -0.99306  0.11
H 1.23249 -1.16162 1.11070  0.13
H 1.81213 1.84979 -0.59326  0.10
H 2.51822 0.02810 1.11504  0.15
H 0.92626 1.40002 1.69889  0.24
H 0.95164 -1.08095 -1.25473  0.09
H -3.14828 -1.67067 0.81719  0.11
H -3.44162 0.16268 -1.15819  0.20
H -1.44666 1.42856 -1.41716  0.18
H 2.32402 0.10028 -1.55806  0.09
H -0.87695 -0.86059 1.97019  0.14

The energy relative to the best compared isomer or geometry (same formula, charge and spin) is 1.988 eV. The charge is +1. As for the highest occupied orbital energy: -14.20 eV.

So what do the calculations give for gap between HOMO and LUMO? Going down the list: 0.3203 0.3982 hartree.
So what do the calculations give for lowest unoccupied orbital energy? Going down the list: 2.14 -3.36 eV.